Molecular formula: C31H19Cl2N6O6SSn
Method: DFT, the ωB97M-V functional and the def2-TZVPD basis

HOMO energy	-0.389	Ha
total energy	-3505.45464	a.u.
orbital gap	8.019	eV
E_LUMO	-0.094	hartree
relative energy (zero: lowest compared OMol25 entry of this formula, charge and spin)	0.0	kcal per mole

Geometry as ORCA input:
```
! wB97M-V def2-TZVPD RIJCOSX def2/J DEFGRID3
* xyz 1 1
Sn -0.04555 0.75481 0.63215
Cl -5.44504 5.22070 -2.26957
C -4.22054 4.07373 -1.84334
C -4.20735 2.82291 -2.46310
C -3.24225 1.90379 -2.13286
Cl -3.23340 0.35865 -2.92465
C -2.23724 2.16518 -1.17011
O -1.34744 1.25080 -0.92928
C -2.27514 3.44543 -0.56798
C -1.28855 3.87251 0.39984
O -0.37676 3.19798 0.86594
C -3.26402 4.38131 -0.91318
H -4.95504 2.57717 -3.20469
H -1.38667 4.91736 0.73503
H -3.26266 5.35442 -0.43792
N -0.89106 -2.77516 -2.10355
C 0.40008 -2.66117 -2.58908
C 1.05671 -3.30038 -3.63385
C 2.37539 -2.95106 -3.83655
C 3.01465 -2.00536 -3.01972
C 2.35356 -1.37438 -1.98696
C 1.01350 -1.70430 -1.77764
N 0.09135 -1.24664 -0.83466
C -1.01676 -1.91849 -1.06528
C -2.23226 -1.78039 -0.27173
C -3.38206 -2.50254 -0.37246
S -4.50089 -1.96714 0.79577
C -3.36133 -0.82178 1.35117
N -2.23191 -0.83126 0.71494
H -1.61277 -3.37402 -2.46536
H 0.56384 -4.03670 -4.25418
H 2.93169 -3.42026 -4.63634
H 4.05312 -1.76781 -3.20759
H 2.85685 -0.65196 -1.36129
H -3.62847 -3.30041 -1.05365
H -3.57139 -0.15976 2.17850
O -1.05998 -6.27330 3.51010
C -1.43584 -6.15608 4.60192
O -1.81425 -6.05020 5.68968
C -1.26596 -3.07834 4.24344
C -1.76207 -2.33517 5.30539
C -1.64668 -0.97824 4.99432
N -1.10755 -0.71547 3.77219
C -0.85072 -1.90606 3.27961
C -0.70673 -3.19487 3.00452
C 2.36597 -2.18301 1.22703
O 1.96029 -3.26596 1.19705
O 2.76921 -1.09546 1.25630
H -2.16687 -2.73684 6.22073
H -1.94380 -0.15279 5.63113
H -0.35984 -3.94161 2.30286
N 3.47942 2.48645 -1.45193
C 2.68246 2.05286 -0.45753
N 1.54845 1.56921 -0.90069
C 1.58960 1.69840 -2.29077
C 0.66966 1.32427 -3.27147
C 1.02245 1.55164 -4.58406
C 2.25348 2.13485 -4.93047
C 3.17137 2.50589 -3.97143
C 2.81011 2.27223 -2.64811
H 4.38500 2.90751 -1.33309
H 2.96491 2.10570 0.58311
H -0.27568 0.87499 -3.00316
H 0.33427 1.27553 -5.37182
H 2.48510 2.29600 -5.97453
H 4.11999 2.95284 -4.23625
*
```